The following is a DFT calculation (ωB97M-V/def2-TZVPD) of a single C4H4O molecule.

```
9
C4H4O (ωB97M-V/def2-TZVPD)
C -1.34884 -1.49449 0.16234
C -0.27505 -0.98626 0.09980
C 0.84469 -0.05348 -0.15229
C 0.29346 1.33574 0.01434
O -0.83957 1.54695 0.30580
H -2.51477 -2.01187 0.40130
H 1.59739 -0.11580 0.53341
H 1.30766 -0.29799 -1.12034
H 0.93504 2.07720 -0.24436
```

## Properties
ΔE to the lowest compared entry with this formula, charge and spin   2.781 eV
DFT total energy   -6256.598 eV
SMILES   C#CCC=O
Orbital gap   11.1 eV
M   68.08 g mol⁻¹

These are the natural (NBO) partial charges, in e, on atoms 1 to 6: -0.23 -0.04 -0.58 0.45 -0.48 0.28